{"formula": "C40H60CoGeN4P3S", "method": "ωB97M-V/def2-TZVPD", "spin_multiplicity": 5, "total_energy_ev": -181245.392, "s2": 6.1208, "lumo_ev": [-4.51, -7.85], "total_charge": 2, "de_lowest_kcal_mol": 1.9, "homo_lumo_gap_ev": [6.796, 4.881], "e_homo_ev": [-11.3, -12.7], "elements": ["Co", "C", "C", "C", "P", "C", "N", "Ge", "N", "C", "P", "C", "C", "C", "C", "C", "C", "C", "C", "C", "C", "C", "C", "N", "C", "C", "C", "C", "C", "C", "C", "C", "C", "C", "C", "C", "N", "C", "P", "C", "C", "C", "C", "C", "C", "C", "C", "C", "H", "H", "H", "H", "H", "H", "H", "H", "H", "H", "H", "H", "H", "H", "H", "H", "H", "H", "H", "H", "H", "H", "H", "H", "H", "H", "H", "H", "H", "H", "H", "H", "H", "H", "H", "H", "H", "H", "H", "H", "H", "H", "H", "H", "H", "H", "H", "H", "H", "H", "H", "H", "H", "H", "H", "H", "H", "H", "H", "H", "S", "C"], "xyz": [[-1.389, -0.622, 0.946], [-4.110, 2.980, 1.770], [-3.701, 2.296, 0.463], [-4.433, 2.875, -0.748], [-1.844, 2.204, 0.392], [-1.559, 1.985, -1.448], [-0.219, 1.500, -1.724], [0.435, 0.016, -0.423], [1.049, -1.750, -1.375], [0.257, -2.943, -1.111], [-1.415, -2.607, -0.356], [-1.946, -4.338, 0.014], [-1.693, -5.354, -1.101], [-1.322, -4.794, 1.334], [-2.469, -2.012, -1.783], [-1.871, -2.198, -3.177], [-3.894, -2.563, -1.700], [2.316, -1.861, -1.765], [3.007, -3.088, -1.972], [4.347, -3.075, -2.260], [5.041, -1.860, -2.341], [4.379, -0.642, -2.175], [3.030, -0.633, -1.933], [2.245, 0.572, -1.792], [1.683, 1.067, -3.020], [2.314, 1.020, -4.236], [1.715, 1.617, -5.348], [0.481, 2.268, -5.236], [-0.182, 2.297, -4.036], [0.388, 1.666, -2.895], [2.940, 1.605, -1.026], [3.770, 2.554, -1.593], [4.448, 3.444, -0.774], [4.284, 3.355, 0.602], [3.430, 2.420, 1.166], [2.717, 1.534, 0.353], [1.775, 0.623, 0.797], [1.431, 0.639, 2.207], [0.135, -0.606, 2.643], [1.053, -2.220, 2.798], [2.573, -2.119, 2.908], [0.461, -3.077, 3.920], [-0.324, -0.054, 4.342], [0.868, 0.241, 5.254], [-1.267, 1.149, 4.262], [-1.222, 3.936, 0.672], [-1.846, 5.050, -0.164], [0.300, 3.958, 0.529], [-5.162, 2.782, 1.976], [-3.984, 4.062, 1.716], [-3.533, 2.613, 2.622], [-3.987, 1.243, 0.546], [-4.142, 3.900, -0.969], [-5.506, 2.878, -0.548], [-4.282, 2.274, -1.646], [-1.789, 2.894, -2.001], [-2.273, 1.216, -1.763], [0.784, -3.590, -0.401], [0.136, -3.512, -2.036], [-3.024, -4.248, 0.172], [-0.631, -5.589, -1.189], [-2.054, -5.018, -2.074], [-2.206, -6.287, -0.866], [-0.237, -4.895, 1.253], [-1.717, -5.773, 1.610], [-1.544, -4.096, 2.141], [-2.536, -0.934, -1.590], [-1.774, -3.253, -3.441], [-0.889, -1.729, -3.275], [-2.529, -1.742, -3.919], [-3.924, -3.636, -1.886], [-4.513, -2.083, -2.459], [-4.349, -2.368, -0.728], [2.481, -4.027, -1.884], [4.873, -4.007, -2.412], [6.103, -1.861, -2.545], [4.929, 0.288, -2.232], [3.276, 0.536, -4.337], [2.223, 1.589, -6.302], [0.042, 2.739, -6.105], [-1.150, 2.771, -3.964], [3.891, 2.608, -2.668], [5.099, 4.190, -1.206], [4.822, 4.035, 1.250], [3.302, 2.393, 2.239], [1.031, 1.614, 2.515], [2.317, 0.447, 2.816], [0.818, -2.715, 1.850], [2.885, -1.630, 3.832], [3.008, -1.577, 2.066], [3.003, -3.123, 2.917], [0.755, -2.702, 4.901], [0.827, -4.101, 3.837], [-0.629, -3.110, 3.883], [-0.889, -0.894, 4.754], [1.380, 1.155, 4.947], [1.596, -0.569, 5.273], [0.521, 0.394, 6.277], [-0.750, 2.035, 3.885], [-1.645, 1.389, 5.256], [-2.118, 0.947, 3.611], [-1.462, 4.118, 1.725], [-1.637, 4.927, -1.229], [-1.410, 6.006, 0.133], [-2.922, 5.131, -0.030], [0.611, 3.795, -0.507], [0.780, 3.202, 1.146], [0.689, 4.931, 0.831], [-4.126, -1.568, 2.610], [-3.028, -0.918, 1.765]], "atomic_forces_ev_per_a": [[-0.604, 0.037, -0.352], [0.007, -0.036, 0.003], [0.074, -0.016, -0.096], [-0.029, 0.012, 0.042], [0.020, 0.038, -0.066], [-0.052, 0.016, 0.160], [0.202, 0.085, -0.008], [-0.029, 0.203, 0.656], [0.175, -0.109, -0.032], [-0.093, 0.032, -0.049], [0.036, 0.126, 0.033], [0.055, 0.006, -0.031], [-0.047, -0.007, 0.039], [-0.041, -0.006, -0.029], [0.074, -0.064, -0.015], [-0.042, 0.003, 0.013], [0.020, 0.030, 0.019], [-0.173, -0.043, 0.004], [0.065, -0.019, -0.009], [-0.018, 0.026, 0.013], [-0.007, -0.012, 0.002], [0.016, 0.017, 0.023], [0.011, 0.085, 0.005], [0.225, -0.014, -0.265], [0.013, -0.017, 0.051], [0.001, -0.050, 0.004], [-0.012, 0.006, -0.004], [0.009, -0.014, 0.023], [-0.009, -0.002, -0.042], [-0.132, -0.033, 0.040], [-0.077, -0.032, 0.102], [-0.026, -0.015, -0.067], [-0.002, 0.002, 0.063], [0.006, 0.007, -0.060], [-0.066, -0.056, 0.019], [0.105, 0.124, 0.001], [-0.144, -0.128, -0.395], [-0.007, -0.027, 0.061], [0.049, -0.081, 0.013], [0.058, 0.070, 0.034], [-0.032, -0.045, 0.002], [-0.013, 0.014, -0.026], [0.016, 0.046, -0.028], [-0.044, -0.023, 0.010], [0.002, -0.025, 0.018], [-0.046, -0.023, -0.022], [0.013, 0.035, 0.048], [-0.030, 0.012, 0.004], [-0.005, 0.019, -0.014], [0.025, 0.017, -0.001], [-0.004, 0.002, 0.005], [0.006, -0.041, -0.005], [-0.039, -0.065, -0.016], [-0.004, -0.009, -0.006], [0.005, 0.005, -0.021], [0.047, 0.007, -0.030], [-0.028, 0.012, -0.048], [-0.003, -0.002, 0.013], [0.045, 0.001, -0.015], [-0.016, 0.031, 0.004], [0.009, 0.005, -0.017], [-0.005, 0.000, 0.010], [0.013, -0.008, -0.004], [0.007, 0.007, 0.016], [0.012, -0.003, 0.004], [0.000, -0.005, -0.006], [0.025, 0.011, -0.017], [0.017, 0.007, -0.001], [0.004, -0.001, -0.007], [0.001, 0.002, -0.005], [-0.002, -0.012, -0.006], [-0.006, 0.011, 0.011], [-0.004, -0.020, 0.014], [-0.027, 0.007, 0.007], [0.020, 0.007, 0.002], [0.003, -0.011, -0.006], [0.000, -0.004, -0.008], [0.004, 0.009, 0.005], [-0.005, 0.003, -0.007], [0.004, 0.000, -0.006], [-0.004, 0.003, 0.007], [-0.009, -0.020, -0.003], [0.006, 0.005, 0.005], [-0.003, -0.001, 0.008], [0.009, 0.013, 0.013], [0.013, 0.011, 0.016], [0.035, 0.022, -0.016], [-0.006, -0.008, -0.023], [0.011, 0.008, -0.009], [0.013, 0.002, 0.002], [0.001, 0.001, 0.002], [-0.002, 0.009, 0.011], [0.006, 0.000, 0.006], [0.003, 0.004, 0.017], [-0.002, -0.023, -0.014], [0.015, -0.005, -0.001], [-0.003, -0.007, 0.013], [0.000, 0.021, -0.002], [-0.009, 0.004, -0.011], [0.014, 0.011, 0.003], [-0.001, 0.004, 0.010], [-0.007, -0.013, 0.009], [-0.017, -0.011, -0.003], [0.013, 0.000, -0.015], [0.041, 0.027, 0.031], [0.001, -0.011, -0.001], [0.013, -0.018, 0.012], [0.004, 0.000, -0.006], [-0.140, 0.171, -0.067], [0.430, -0.315, 0.253]]}


{"formula": "C40H60MgN4O3", "method": "ωB97M-V/def2-TZVPD", "spin_multiplicity": 1, "total_energy_ev": -60008.142, "lumo_ev": -0.02, "total_charge": 0, "de_lowest_kcal_mol": 0.0, "homo_lumo_gap_ev": 6.992, "e_homo_ev": -7.0, "elements": ["Mg", "C", "N", "C", "C", "C", "N", "C", "C", "C", "C", "C", "C", "C", "O", "C", "C", "C", "C", "C", "C", "C", "C", "C", "C", "C", "C", "C", "C", "C", "O", "C", "C", "C", "C", "C", "C", "C", "C", "H", "H", "H", "H", "H", "H", "H", "H", "H", "H", "H", "H", "H", "H", "H", "H", "H", "H", "H", "H", "H", "H", "H", "H", "H", "H", "H", "H", "H", "H", "H", "H", "H", "H", "H", "H", "H", "H", "H", "H", "H", "H", "H", "H", "H", "H", "H", "H", "H", "H", "H", "H", "H", "H", "N", "C", "O", "C", "C", "C", "C", "N", "C", "H", "H", "H", "H", "H", "H"], "xyz": [[-1.089, -2.000, -0.554], [-1.746, -4.980, -0.466], [-2.511, -3.730, -0.409], [-3.560, -3.756, -1.433], [-3.152, -3.540, 0.903], [-2.134, -3.286, 1.996], [-1.264, -2.152, 1.653], [-1.915, -0.891, 2.091], [-1.537, 0.382, 1.377], [-0.981, 1.423, 2.109], [-0.774, 2.673, 1.552], [-1.203, 2.849, 0.236], [-1.779, 1.850, -0.537], [-1.890, 0.551, 0.023], [-2.318, -0.504, -0.673], [-2.282, 2.159, -1.952], [-2.299, 3.661, -2.249], [-1.371, 1.498, -2.992], [-3.725, 1.655, -2.124], [-0.045, 3.796, 2.287], [-0.688, 5.161, 2.012], [-0.062, 3.580, 3.802], [1.412, 3.811, 1.799], [0.062, -2.366, 2.274], [1.139, -1.394, 1.898], [1.855, -0.751, 2.895], [2.948, 0.055, 2.606], [3.251, 0.227, 1.259], [2.562, -0.394, 0.220], [1.494, -1.266, 0.540], [0.835, -1.961, -0.383], [2.967, -0.146, -1.235], [1.763, 0.414, -2.004], [3.460, -1.453, -1.872], [4.095, 0.880, -1.363], [3.817, 0.619, 3.732], [2.983, 1.463, 4.702], [4.443, -0.553, 4.502], [4.950, 1.500, 3.203], [-2.383, -5.849, -0.255], [-0.923, -4.964, 0.248], [-1.322, -5.093, -1.463], [-4.296, -4.541, -1.220], [-3.121, -3.953, -2.409], [-4.065, -2.790, -1.456], [-3.767, -4.415, 1.158], [-3.818, -2.680, 0.806], [-1.514, -4.171, 2.140], [-2.654, -3.115, 2.947], [-1.748, -0.766, 3.169], [-2.989, -1.036, 1.944], [-0.711, 1.226, 3.139], [-1.079, 3.826, -0.207], [-1.298, 4.093, -2.237], [-2.922, 4.207, -1.538], [-2.710, 3.820, -3.249], [-0.386, 1.968, -2.994], [-1.790, 1.607, -3.998], [-1.233, 0.444, -2.769], [-4.385, 2.133, -1.396], [-3.789, 0.579, -1.971], [-4.094, 1.914, -3.122], [-1.739, 5.160, 2.308], [-0.632, 5.443, 0.961], [-0.171, 5.935, 2.584], [-1.086, 3.550, 4.182], [0.460, 4.402, 4.296], [0.436, 2.656, 4.088], [1.456, 4.022, 0.728], [1.879, 2.837, 1.963], [1.992, 4.575, 2.325], [0.381, -3.365, 1.960], [-0.051, -2.381, 3.368], [1.560, -0.921, 3.927], [4.079, 0.870, 1.002], [0.933, -0.287, -1.997], [2.033, 0.623, -3.043], [1.424, 1.344, -1.541], [2.734, -2.249, -1.732], [4.400, -1.766, -1.410], [3.640, -1.310, -2.942], [3.809, 1.849, -0.950], [4.324, 1.023, -2.421], [5.010, 0.547, -0.869], [2.129, 0.906, 5.093], [2.606, 2.358, 4.206], [3.594, 1.778, 5.551], [3.675, -1.184, 4.953], [5.091, -0.184, 5.301], [5.039, -1.177, 3.833], [4.565, 2.351, 2.635], [5.632, 0.939, 2.562], [5.528, 1.893, 4.042], [-3.743, -0.414, -5.178], [-2.873, -1.279, -5.764], [-2.955, -1.611, -6.929], [-1.796, -1.839, -4.880], [-0.674, -2.411, -5.467], [0.328, -2.914, -4.657], [0.170, -2.844, -3.282], [-0.918, -2.324, -2.712], [-1.873, -1.826, -3.499], [-4.415, 0.024, -5.786], [-3.528, 0.048, -4.310], [-0.611, -2.442, -6.547], [1.226, -3.346, -5.074], [0.934, -3.193, -2.599], [-2.718, -1.395, -2.975]], "atomic_forces_ev_per_a": [[0.082, 0.029, 0.048], [-0.008, -0.008, 0.000], [-0.036, -0.048, -0.009], [0.007, -0.003, -0.015], [-0.003, 0.020, 0.012], [-0.011, -0.011, 0.007], [0.005, -0.014, -0.026], [-0.004, 0.025, -0.025], [0.000, -0.002, 0.017], [0.009, 0.008, 0.007], [0.016, 0.028, -0.061], [0.001, 0.015, 0.040], [-0.014, -0.033, -0.004], [0.015, 0.008, 0.017], [-0.007, -0.032, -0.051], [-0.026, 0.001, 0.011], [-0.005, 0.001, -0.017], [0.010, 0.015, -0.003], [0.023, -0.019, 0.009], [-0.004, 0.003, 0.008], [-0.005, -0.022, -0.006], [-0.017, 0.004, -0.002], [0.003, -0.015, 0.018], [0.012, -0.008, 0.001], [-0.003, 0.013, 0.012], [0.006, 0.001, -0.015], [0.019, -0.008, 0.006], [0.014, -0.024, 0.008], [-0.001, -0.012, 0.013], [0.032, 0.014, -0.044], [-0.069, 0.065, 0.045], [-0.022, 0.009, 0.001], [0.021, -0.020, -0.010], [-0.008, 0.016, 0.004], [0.016, 0.006, -0.023], [-0.002, 0.000, 0.006], [-0.002, 0.000, -0.003], [0.007, 0.005, -0.001], [-0.010, 0.000, 0.003], [0.003, -0.002, 0.007], [0.010, 0.002, -0.002], [-0.002, 0.001, -0.001], [-0.005, 0.004, 0.001], [0.004, 0.006, -0.003], [-0.009, 0.001, 0.002], [-0.002, -0.001, -0.005], [0.001, 0.000, 0.003], [-0.003, -0.001, -0.005], [0.002, -0.001, 0.003], [0.003, 0.000, 0.001], [0.004, -0.001, 0.001], [0.009, -0.005, 0.005], [-0.005, -0.008, 0.004], [0.000, 0.004, -0.007], [0.004, 0.001, 0.004], [-0.005, 0.006, 0.000], [0.002, -0.004, 0.016], [0.001, -0.002, -0.009], [0.008, -0.018, -0.005], [-0.010, 0.003, -0.006], [-0.001, -0.003, 0.011], [0.001, 0.024, 0.008], [-0.006, 0.006, -0.002], [0.012, 0.007, -0.010], [0.003, 0.001, 0.003], [-0.002, -0.004, -0.003], [0.003, -0.001, 0.006], [0.009, -0.005, 0.010], [-0.002, 0.003, -0.005], [-0.003, 0.012, -0.006], [0.004, 0.006, 0.004], [-0.001, -0.002, 0.009], [0.005, -0.006, 0.001], [-0.004, -0.001, 0.003], [-0.017, -0.010, 0.018], [-0.026, -0.003, -0.005], [0.014, 0.003, 0.004], [-0.017, 0.001, 0.002], [-0.028, -0.017, -0.006], [0.000, -0.003, 0.005], [-0.001, -0.005, 0.000], [-0.001, 0.004, 0.001], [0.002, 0.003, -0.004], [0.005, 0.003, -0.005], [-0.005, -0.002, 0.000], [-0.006, 0.004, 0.000], [0.002, -0.001, 0.004], [-0.003, -0.003, 0.001], [0.004, 0.002, 0.004], [0.001, -0.003, -0.001], [-0.004, 0.003, -0.003], [0.004, -0.001, -0.002], [0.003, 0.000, 0.002], [0.013, -0.020, 0.010], [0.012, 0.036, -0.005], [-0.007, -0.021, -0.014], [-0.013, -0.005, 0.014], [0.006, -0.004, -0.003], [-0.007, 0.002, 0.002], [0.003, -0.010, -0.027], [-0.002, -0.001, -0.014], [-0.021, 0.015, -0.006], [0.001, -0.001, -0.004], [0.000, -0.007, 0.002], [0.001, 0.001, -0.002], [0.003, 0.000, -0.002], [0.023, 0.003, 0.014], [-0.012, 0.007, 0.005]]}